[1]
Formula: C28H27N7O2SSbV
Source: the OMol25 dataset
Level of theory: the ωB97M-V functional and the def2-TZVPD basis

Structure (XYZ):
```
67
Properties=species:S:1:pos:R:3:forces:R:3:lowdin_spin:R:1
V 0.2190 -0.0520 0.6528 -0.046 0.231 0.270 1.1225
C -1.6858 0.7840 -2.1460 0.012 -0.007 0.028 0.0017
C -1.2358 -0.6449 -2.0628 -0.008 0.079 0.011 0.0038
C -1.6834 -1.5454 -3.0252 -0.014 -0.015 -0.037 -0.0017
C -1.2093 -2.8386 -3.0502 -0.005 -0.013 -0.002 0.0061
C -0.2246 -3.2029 -2.1357 0.006 0.023 -0.037 -0.0011
C 0.1834 -2.2844 -1.1931 0.062 -0.085 0.047 0.0034
N -0.3625 -1.0482 -1.1154 0.027 0.015 -0.041 -0.0125
Sb 1.8826 -2.8202 0.0298 -0.037 0.000 0.007 -0.0014
C 0.7416 -2.6711 1.8410 -0.039 0.049 -0.041 0.0043
C 0.8784 -3.7294 2.7138 -0.024 0.009 -0.001 -0.0011
C 0.1403 -3.7323 3.8906 0.009 -0.001 -0.009 0.0076
C -0.6825 -2.6569 4.1398 -0.004 -0.021 0.009 -0.0018
C -0.7815 -1.6001 3.2380 0.007 0.012 -0.003 0.0035
C -1.6901 -0.4679 3.6142 -0.032 -0.024 -0.065 0.0007
N -0.0857 -1.6264 2.0755 0.043 0.079 -0.011 -0.0153
C 2.6785 -0.7858 -0.0607 0.002 -0.080 -0.081 -0.0016
C 4.0534 -0.7018 -0.0895 -0.013 0.039 -0.014 0.0018
C 4.6382 0.4768 -0.5525 0.004 0.010 0.005 0.0041
C 3.8311 1.4786 -1.0492 0.016 -0.018 0.002 -0.0019
C 2.4437 1.3639 -1.0028 -0.019 0.051 0.053 0.0026
C 1.5682 2.4154 -1.6010 -0.001 -0.013 -0.004 0.0005
N 1.9084 0.2568 -0.4430 -0.047 -0.130 -0.022 -0.0286
H -1.5590 1.1291 -3.1729 0.005 0.001 0.000 0.0003
H -1.1119 1.4444 -1.5007 -0.034 -0.010 -0.017 0.0007
H -2.7474 0.8857 -1.9153 0.001 -0.006 0.010 0.0002
H -2.3920 -1.2012 -3.7670 0.002 0.000 0.002 -0.0002
H -1.5592 -3.5430 -3.7938 -0.005 0.007 0.000 0.0003
H 0.2272 -4.1856 -2.1786 0.008 0.006 0.001 -0.0001
H 1.5536 -4.5428 2.4815 0.001 -0.004 0.011 -0.0003
H 0.2199 -4.5486 4.5966 -0.005 0.002 0.000 0.0003
H -1.2629 -2.6101 5.0510 0.001 -0.005 -0.002 -0.0003
H -1.8018 -0.4436 4.6958 0.008 0.002 0.005 0.0001
H -2.6865 -0.6243 3.1988 0.000 0.012 0.013 0.0004
H -1.3240 0.5059 3.3039 -0.003 -0.021 -0.004 0.0001
H 4.6670 -1.5433 0.2040 0.000 0.000 0.003 0.0000
H 5.7157 0.5800 -0.5689 -0.005 0.010 -0.010 0.0001
H 4.2605 2.3715 -1.4819 0.005 -0.008 -0.008 -0.0004
H 2.1766 3.1225 -2.1586 0.005 0.000 -0.011 0.0001
H 1.0212 2.9692 -0.8405 0.022 -0.014 -0.040 0.0002
H 0.8564 1.9619 -2.2911 0.025 0.015 -0.003 0.0002
N -0.3857 4.5755 7.1466 -0.006 0.009 -0.010 -0.0016
C -0.1099 3.9903 5.9842 0.009 0.002 0.008 -0.0008
C 0.0595 4.7703 4.8083 -0.003 0.004 0.002 -0.0005
C 0.3715 4.1771 3.6251 -0.022 -0.025 0.034 -0.0001
C 0.4982 2.7675 3.5611 -0.100 0.021 -0.045 -0.0011
C 0.3351 1.9764 4.7182 0.018 0.021 0.002 0.0002
C 0.0403 2.5782 5.9042 -0.002 -0.013 0.025 -0.0005
S 1.0116 2.1228 2.1070 0.064 -0.167 -0.064 0.0036
O 1.2697 0.6345 2.2570 0.229 0.098 0.057 -0.0098
O 1.9954 2.9116 1.4569 0.046 -0.006 -0.015 -0.0019
N -0.1698 1.8048 0.9277 0.085 0.011 0.046 -0.0668
C -1.5424 1.6785 1.1272 -0.263 -0.182 0.020 0.0011
N -1.8284 0.4178 0.7681 -0.033 -0.017 -0.078 -0.0138
C -3.1087 0.0407 0.7271 -0.003 -0.036 0.004 -0.0013
C -4.0814 0.9445 1.1052 -0.007 0.027 0.016 -0.0024
C -3.6628 2.2026 1.5354 -0.007 0.033 -0.015 0.0031
N -2.3767 2.5867 1.5451 0.054 0.035 -0.015 -0.0044
H -0.4615 5.5767 7.2232 -0.001 0.006 0.000 0.0000
H -0.4752 4.0449 7.9971 0.001 -0.009 0.003 0.0000
H -0.0349 5.8467 4.8656 -0.001 -0.002 0.003 0.0000
H 0.5338 4.7808 2.7418 -0.004 0.005 0.007 0.0000
H 0.5033 0.9090 4.6768 0.006 0.021 0.008 0.0001
H -0.0451 1.9867 6.8064 -0.001 0.001 -0.003 0.0000
H -3.3318 -0.9719 0.4122 0.012 -0.003 0.000 -0.0002
H -5.1290 0.6817 1.0874 0.000 -0.005 -0.003 -0.0002
H -4.3805 2.9406 1.8738 -0.002 -0.007 0.004 0.0002
```
Positions in Å, forces in eV/Å.

As for the multiplicity: 2. The relative energy (zero: lowest compared OMol25 entry of this formula, charge and spin) comes out at 0.00 kJ/mol. The maximum force comes out at 0.36 eV Å⁻¹. Its net charge is +3. The total energy is -87035.681 eV. As for the expectation value of S²: 0.779.

[2]
Formula: C28H28AsN5RuS
Source: the OMol25 dataset
Level of theory: the ωB97M-V functional and the def2-TZVPD basis

Structure (XYZ):
```
64
Properties=species:S:1:pos:R:3:forces:R:3:lowdin_spin:R:1
Ru 0.2190 -0.5474 -0.0256 -1.507 -1.410 0.542 0.6966
S -0.1315 -0.3313 2.3152 0.016 0.285 0.017 0.1616
C -1.2356 -1.5588 2.9326 0.019 -0.019 0.004 0.0150
C -1.4147 -1.6527 4.3167 0.006 -0.003 -0.054 0.0110
C -2.2736 -2.5987 4.8424 -0.026 -0.029 -0.005 -0.0011
C -2.9697 -3.4688 4.0069 0.004 0.015 0.039 0.0073
C -2.7996 -3.3862 2.6377 0.017 0.014 -0.028 -0.0010
C -1.9278 -2.4397 2.1015 -0.057 0.038 -0.005 0.0059
As -1.6146 -2.2423 0.2186 0.879 -0.201 0.364 -0.0124
C -2.7234 -3.6178 -0.5627 -0.179 0.354 -0.235 -0.0039
C -4.0290 -3.2823 -0.9105 0.005 0.026 -0.026 -0.0004
C -4.8917 -4.2589 -1.3857 0.012 0.002 -0.009 0.0000
C -4.4476 -5.5664 -1.5186 0.001 0.002 0.011 -0.0001
C -3.1438 -5.8975 -1.1772 0.014 -0.009 -0.011 -0.0002
C -2.2752 -4.9266 -0.6995 -0.022 -0.013 0.050 -0.0008
C 0.1829 -3.0243 0.0275 0.081 -0.157 -0.071 0.0020
C 1.0263 -3.2859 1.1141 -0.002 0.073 0.051 -0.0023
C 2.2788 -3.8500 0.9160 -0.005 0.020 -0.003 0.0029
C 2.7021 -4.1662 -0.3670 -0.007 0.001 -0.009 -0.0025
C 1.8783 -3.9173 -1.4591 0.015 0.011 0.011 0.0033
C 0.6307 -3.3502 -1.2632 -0.012 0.013 -0.008 -0.0003
H -0.8806 -0.9727 4.9674 0.002 -0.004 0.003 0.0017
H -2.4078 -2.6579 5.9145 -0.001 -0.002 0.000 -0.0002
H -3.6405 -4.2067 4.4251 -0.002 0.004 0.003 0.0004
H -3.3392 -4.0612 1.9853 0.006 0.005 -0.025 -0.0001
H -4.3791 -2.2614 -0.8104 0.002 0.002 0.003 -0.0001
H -5.9059 -3.9975 -1.6559 -0.001 0.001 0.006 0.0000
H -5.1189 -6.3303 -1.8875 0.003 0.002 -0.010 0.0000
H -2.7983 -6.9175 -1.2812 -0.002 0.000 0.004 0.0000
H -1.2655 -5.2006 -0.4255 0.027 0.014 0.009 -0.0001
H 0.6936 -3.0638 2.1192 -0.007 -0.004 0.006 0.0000
H 2.9131 -4.0568 1.7679 0.001 0.003 -0.001 0.0003
H 3.6711 -4.6259 -0.5176 0.001 0.004 0.000 -0.0002
H 2.2017 -4.1730 -2.4597 -0.005 -0.006 0.003 0.0002
H -0.0141 -3.1804 -2.1162 -0.006 0.017 0.001 0.0000
C 5.2599 1.3216 0.7195 -0.008 -0.021 -0.004 0.0013
N 4.6000 0.1759 0.0882 0.007 0.013 -0.060 0.0150
C 5.4128 -0.9806 -0.2968 0.004 -0.007 0.054 0.0009
C 3.3026 0.0727 0.1031 -0.048 0.062 0.131 0.0170
N 2.1500 -0.0185 0.1093 0.301 0.160 -0.379 0.0115
H 6.0924 1.6340 0.0919 -0.002 0.008 -0.001 0.0000
H 5.6304 1.0522 1.7092 0.008 0.001 0.000 0.0007
H 4.5549 2.1435 0.8085 0.002 0.001 0.003 0.0001
H 6.2342 -0.6359 -0.9224 -0.001 -0.009 -0.007 0.0004
H 4.8020 -1.6801 -0.8621 -0.002 0.002 0.002 0.0001
H 5.8128 -1.4810 0.5864 0.010 0.008 -0.001 0.0003
N -1.8899 1.4631 0.1333 0.050 0.033 -0.042 -0.0010
N -0.4634 1.3995 -0.0618 -0.002 0.259 -0.121 -0.0080
H -2.1849 2.4334 0.0619 -0.005 0.008 0.067 -0.0003
H -2.0519 1.1455 1.0854 0.000 -0.038 -0.012 0.0014
H 0.0165 1.9646 0.6378 0.103 0.010 -0.067 -0.0001
H -0.2771 1.7837 -0.9852 0.010 0.006 0.010 0.0001
N -0.6113 0.0511 -7.4102 -0.001 0.001 -0.005 -0.0006
C -0.5229 -0.0628 -6.2705 0.002 -0.004 0.021 0.0000
C -0.4053 -0.2063 -4.8443 0.020 -0.014 -0.024 -0.0012
C 0.8345 -0.4841 -4.2712 -0.017 -0.009 -0.020 0.0057
C 0.9414 -0.6196 -2.8982 -0.063 -0.063 -0.015 0.0230
C -0.1730 -0.4912 -2.0535 0.410 0.542 -0.239 0.0481
C -1.4005 -0.2048 -2.6529 -0.040 -0.076 0.038 0.0000
C -1.5228 -0.0709 -4.0302 -0.022 -0.004 0.020 -0.0005
H 1.7053 -0.5869 -4.9056 0.001 -0.006 0.002 0.0008
H 1.9156 -0.8571 -2.4847 0.006 0.053 0.007 0.0027
H -2.2851 -0.0848 -2.0399 0.005 0.039 0.014 0.0002
H -2.4861 0.1412 -4.4752 -0.001 -0.002 0.001 -0.0001
```
Positions in Å, forces in eV/Å.

As for the multiplicity: 2. The relative energy (zero: lowest compared OMol25 entry of this formula, charge and spin) comes out at 32.21 kJ/mol. The maximum force comes out at 2.13 eV Å⁻¹. Its net charge is +1. The total energy is -111189.195 eV. As for the expectation value of S²: 0.757.

[3]
Formula: C28H28BClF5N2O2STi
Source: the OMol25 dataset
Level of theory: the ωB97M-V functional and the def2-TZVPD basis

Structure (XYZ):
```
69
Properties=species:S:1:pos:R:3:forces:R:3:lowdin_spin:R:1
Ti -0.5530 -0.1389 0.8436 -0.534 0.282 -0.287 0.9679
S -2.8807 -0.1837 1.2102 0.185 -0.083 -0.079 -0.0129
C -1.7593 0.7679 2.3935 0.169 0.014 -0.135 -0.0123
N -1.8036 0.2902 3.7583 -0.032 0.041 -0.012 0.0005
C -3.0857 0.5086 4.4108 -0.031 0.034 0.039 -0.0011
C -3.3766 2.0060 4.4146 0.040 -0.037 -0.007 -0.0001
C -3.3138 2.5374 2.9879 -0.006 0.044 0.006 -0.0007
N -2.0234 2.1939 2.4033 -0.031 -0.021 0.063 -0.0001
H -1.5667 -0.6908 3.7611 0.025 -0.065 0.027 0.0002
H -3.0432 0.1227 5.4359 0.018 0.012 -0.012 0.0001
H -3.9012 -0.0144 3.8828 -0.001 0.007 -0.015 -0.0005
H -2.6159 2.5109 5.0179 0.000 0.007 -0.001 -0.0001
H -4.3593 2.2068 4.8550 -0.011 -0.011 -0.009 0.0000
H -3.4328 3.6273 2.9773 0.007 -0.017 0.013 0.0001
H -4.1446 2.0995 2.4082 0.005 -0.019 -0.006 -0.0003
H -1.9980 2.5258 1.4491 0.007 0.034 -0.011 0.0004
O -1.1066 1.5936 -2.4750 -0.021 0.078 0.056 -0.0002
B -0.9127 2.0471 -1.1287 0.054 -0.179 0.073 -0.0013
O -2.0983 2.7612 -0.7480 0.018 -0.017 -0.009 -0.0001
C -2.9773 2.6227 -1.7645 -0.036 -0.006 -0.054 0.0000
C -4.2786 3.0623 -1.8486 0.063 -0.010 0.033 0.0000
C -4.9691 2.7946 -3.0348 -0.059 0.025 -0.005 0.0000
C -4.3678 2.1118 -4.0802 0.007 -0.026 -0.059 0.0000
C -3.0461 1.6623 -3.9865 0.044 0.018 0.070 -0.0001
C -2.3730 1.9301 -2.8159 -0.038 0.002 -0.009 0.0001
H -4.7443 3.5731 -1.0163 0.002 0.004 0.000 0.0000
H -5.9993 3.1159 -3.1336 0.005 0.002 0.012 0.0000
H -4.9339 1.9098 -4.9818 0.003 0.000 0.005 0.0000
H -2.5674 1.1116 -4.7857 -0.008 0.002 -0.010 0.0000
F 2.3422 0.3614 2.6685 0.001 0.035 -0.004 0.0031
C 1.8315 -0.8683 2.9494 -0.015 -0.002 -0.022 0.0102
C 0.6727 -1.2889 2.3299 0.198 -0.122 0.200 0.0089
C 0.2668 -2.5487 2.7331 0.011 0.048 0.008 0.0102
F -0.8673 -3.0859 2.2270 -0.053 -0.067 -0.009 0.0027
C 0.9381 -3.3405 3.6490 0.085 0.111 0.001 -0.0014
F 0.4867 -4.5630 3.9956 -0.010 -0.066 0.033 -0.0014
C 2.1063 -2.8657 4.2187 -0.055 0.083 -0.101 0.0115
F 2.7861 -3.6139 5.1100 0.043 -0.045 0.059 0.0032
C 2.5622 -1.6100 3.8628 -0.126 -0.091 -0.013 -0.0017
F 3.6966 -1.1360 4.4181 0.061 0.009 0.041 -0.0015
Cl 1.4162 -3.7757 -0.2449 -0.038 0.028 0.015 0.0002
C 1.2303 -2.9134 -1.7599 -0.057 -0.007 -0.003 -0.0016
C 2.2004 -3.1277 -2.7232 -0.053 0.012 0.027 0.0002
C 2.1294 -2.4785 -3.9459 0.070 -0.003 -0.071 -0.0023
C 1.0553 -1.6189 -4.1720 -0.011 0.009 0.004 0.0000
C 0.0970 -1.4161 -3.2026 0.007 -0.012 0.030 -0.0014
C 0.1348 -2.0387 -1.9274 0.066 0.038 0.009 -0.0005
C -0.8412 -1.7165 -0.9180 -0.092 -0.140 0.006 0.0096
H 3.0139 -3.8054 -2.4954 0.010 0.000 -0.021 0.0001
H 2.8943 -2.6368 -4.6965 -0.009 0.005 -0.003 -0.0002
H 0.9661 -1.0928 -5.1169 0.028 -0.007 -0.010 0.0001
H -0.7139 -0.7228 -3.3878 -0.002 -0.006 0.010 0.0000
H -1.0800 -2.5483 -0.2533 0.046 0.008 0.030 0.0036
H -1.7540 -1.3206 -1.3682 0.015 0.046 0.051 0.0030
C 1.8543 2.3571 -2.1373 0.011 -0.031 -0.016 -0.0001
C 1.7101 1.7577 -0.7312 0.004 -0.011 0.014 0.0018
C 2.5562 2.6120 0.2193 -0.016 0.058 -0.008 0.0001
C 2.2960 0.3427 -0.7735 0.070 -0.042 0.038 0.0002
C 0.2459 1.7760 -0.2270 -0.067 0.073 0.023 0.0016
H 2.9109 2.3961 -2.4277 -0.001 -0.004 -0.010 0.0000
H 1.4515 3.3741 -2.1659 0.000 0.005 0.011 0.0000
H 1.3216 1.7599 -2.8784 -0.008 -0.012 0.002 0.0000
H 3.6117 2.5960 -0.0756 0.001 -0.008 -0.013 0.0000
H 2.4806 2.2493 1.2434 -0.007 -0.026 0.021 0.0002
H 2.2097 3.6497 0.2002 0.002 -0.001 0.011 0.0000
H 3.3552 0.3610 -1.0581 -0.004 0.004 -0.012 0.0000
H 1.7660 -0.2734 -1.4973 0.010 0.025 -0.019 0.0001
H 2.2352 -0.1527 0.2008 -0.011 0.035 -0.003 0.0002
H 0.1468 2.3825 0.6840 0.050 -0.043 0.016 0.0015
```
Positions in Å, forces in eV/Å.

As for the multiplicity: 2. The maximum force comes out at 0.67 eV Å⁻¹. Its net charge is -2. The total energy is -97305.067 eV. As for the expectation value of S²: 0.759.

Question: Which value of net charge does entry 2 give?
Answer: +1